Molecular formula: C22H28Br48NO5P
Method: DFT, wB97M-V/def2-TZVPD

Calculated values
spin multiplicity: 1
charge: 0
LUMO energy: -0.342 eV
DFT total energy: -3406316.6576 eV

Structure (XYZ):
```
105
Properties=species:S:1:pos:R:3:forces:R:3
N -2.6114 -1.5880 3.7194 -0.12 -0.25 -0.63
P -2.2818 -2.0788 2.2765 -0.55 -0.04 2.47
O -0.7004 -1.7569 1.8185 -2.40 -0.70 -0.74
C -0.5449 -1.3152 0.5320 -0.96 -1.50 0.17
O 0.2559 -0.5192 0.3273 3.22 3.40 -0.74
O -1.2810 -1.8074 -0.4857 -0.61 -1.04 0.81
C -0.9710 -3.1790 -0.8126 0.63 -0.87 -1.02
C 0.5080 -3.5794 -0.6373 0.15 -1.07 0.33
C 0.8133 -4.2934 0.7355 -0.71 0.45 -0.82
C 1.0593 -5.8021 0.5733 0.83 0.35 1.03
O 0.0095 -6.4798 -0.1398 -0.06 0.91 -0.65
C -1.1753 -6.4280 0.4989 -0.10 0.11 -3.17
O -1.3160 -6.5800 1.6356 -0.42 -0.31 4.21
H -2.8328 -2.3821 4.3129 0.35 0.23 0.26
H -3.1812 -1.4357 1.3935 0.97 -0.27 -0.53
H -2.4354 -3.4895 2.2444 0.17 0.29 -0.90
H -1.6077 -3.9177 -0.2962 -0.02 0.58 0.17
H -1.2040 -3.2879 -1.8814 -0.17 0.36 0.35
H 0.7051 -4.3534 -1.4009 -0.14 0.44 0.03
H 1.2187 -2.7740 -0.8534 -0.41 0.04 0.11
H -0.0832 -4.1367 1.3552 0.52 -0.15 0.20
H 1.6753 -3.8215 1.2268 -0.24 -0.30 0.01
H 1.1611 -6.2384 1.5781 -0.01 -0.02 -0.34
H 2.0038 -5.9554 0.0382 -0.46 -0.22 -0.14
H -2.0556 -6.2232 -0.1364 0.43 -0.26 -0.57
C 4.5783 -1.8017 -1.2906 -0.04 0.02 -0.01
Br 3.4454 -0.4041 -1.9886 0.06 -0.12 0.12
Br 4.8811 -1.6022 0.6049 -0.08 -0.02 -0.14
Br 3.8956 -3.5553 -1.7213 0.05 0.23 0.03
H 5.5397 -1.7053 -1.7782 -0.04 0.00 0.03
C -0.4042 0.1475 6.7403 0.39 -0.54 0.65
Br -2.1803 -0.4756 7.1612 0.20 0.10 -0.01
Br 0.7010 0.2949 8.3145 0.17 -0.32 0.04
Br 0.4323 -0.9055 5.3644 -0.07 -0.24 0.55
H -0.5062 1.1506 6.3420 0.28 -0.66 0.81
C 2.7133 -7.2762 -3.7935 -0.07 0.00 -0.09
Br 0.9834 -8.0249 -3.3830 0.17 0.09 0.00
Br 2.5720 -5.7207 -4.9262 0.00 -0.10 0.14
Br 3.7344 -6.9085 -2.1989 -0.02 -0.16 -0.14
H 3.2592 -8.0271 -4.3504 -0.01 0.04 0.03
C 0.3421 2.5903 4.2034 0.16 0.01 -0.27
Br -1.4108 2.0094 4.7701 -0.80 1.17 -1.68
Br 1.5011 2.9173 5.7124 -0.05 0.03 -0.10
Br 1.1261 1.3442 2.9562 -0.07 0.48 -0.30
H 0.2143 3.5367 3.6766 0.06 -0.47 0.27
C -1.8743 5.2373 1.3101 -0.06 -0.13 -0.08
Br -3.6189 4.6608 1.8995 0.17 0.03 -0.01
Br -0.7084 5.6223 2.8009 -0.24 0.26 -0.17
Br -1.0729 3.9725 0.0937 -0.07 0.15 0.16
H -2.0120 6.1627 0.7672 0.03 -0.03 0.04
C -4.5859 -2.4031 -3.5033 -0.01 0.10 0.00
Br -4.3278 -4.1675 -2.7578 0.01 0.12 -0.05
Br -4.5254 -1.0370 -2.1457 0.03 -0.09 -0.10
Br -3.3456 -2.0414 -4.9357 -0.06 -0.05 0.15
H -5.5794 -2.3826 -3.9308 0.05 -0.02 0.02
C -0.5863 6.2195 7.3764 -0.04 -0.28 0.05
Br -2.1445 5.3253 6.6777 0.11 0.05 0.04
Br 0.3563 5.1109 8.6388 -0.01 0.30 -0.14
Br 0.5766 6.8053 5.9514 0.01 0.14 0.07
H -0.9313 7.1020 7.9053 0.15 -0.30 -0.20
C 2.3866 4.1200 -2.9366 0.06 0.08 0.02
Br 1.5055 2.6935 -1.9857 0.07 0.03 -0.10
Br 1.3840 4.6613 -4.4943 0.03 -0.06 0.20
Br 2.7814 5.6155 -1.7820 -0.07 -0.12 -0.08
H 3.3333 3.7312 -3.2870 -0.04 0.02 0.01
C -6.2657 2.7809 -3.7479 -0.01 -0.03 0.02
Br -6.0124 1.6063 -5.2625 0.13 0.06 0.25
Br -7.4839 2.0300 -2.4463 0.34 0.08 -0.01
Br -4.5812 3.2889 -2.9491 -0.16 -0.11 -0.05
H -6.7243 3.6878 -4.1222 -0.01 -0.06 0.00
C 2.9635 7.5301 -7.2823 -0.03 0.00 0.07
Br 3.7221 6.3258 -8.5876 -0.05 0.07 0.10
Br 3.9706 7.5271 -5.6363 -0.05 0.02 -0.17
Br 2.7499 9.3115 -7.9897 0.05 -0.17 0.05
H 1.9729 7.1600 -7.0494 0.04 0.02 -0.02
C -10.0055 2.8961 -5.8849 0.00 -0.08 -0.02
Br -9.7414 1.1341 -5.1395 -0.19 0.15 -0.21
Br -9.9276 4.2673 -4.5275 0.04 -0.10 -0.11
Br -8.7852 3.2594 -7.3350 -0.11 0.00 0.13
H -11.0037 2.9179 -6.3003 0.04 0.01 0.03
C 5.4117 -10.7466 -5.2380 0.06 0.00 0.02
Br 3.9343 -10.7601 -3.9975 0.10 0.00 -0.05
Br 5.3393 -9.2097 -6.4047 -0.01 -0.07 0.14
Br 7.1080 -10.8770 -4.3291 -0.16 0.05 -0.07
H 5.3143 -11.6259 -5.8604 -0.01 0.05 0.02
C 0.4372 10.0303 8.1599 0.12 0.03 -0.02
Br -1.2914 9.3336 8.6727 0.02 0.43 0.11
Br 0.2778 11.4242 6.8375 -0.02 -0.13 0.14
Br 1.4554 10.6061 9.6930 -0.13 -0.04 -0.13
H 0.9837 9.2164 7.7005 -0.05 0.02 0.01
C 0.4468 3.9050 -8.4730 0.02 -0.04 0.05
Br 0.6884 2.6594 -9.9257 -0.05 0.12 0.12
Br -0.3031 5.5778 -9.0784 0.06 -0.12 0.07
Br -0.5861 3.1381 -7.0336 -0.03 0.04 -0.27
H 1.4305 4.1250 -8.0766 -0.03 -0.01 -0.04
C 8.1224 -6.1995 -1.3740 0.01 -0.01 -0.03
Br 8.3701 -7.2352 -2.9830 -0.09 0.08 0.14
Br 7.4187 -4.4448 -1.7575 0.14 -0.19 0.01
Br 7.0334 -7.1341 -0.0827 0.05 0.08 -0.12
H 9.0982 -6.0624 -0.9282 -0.05 -0.01 -0.01
C -0.5098 1.8366 11.7698 -0.06 -0.05 -0.09
Br -1.4407 0.3257 12.5280 0.07 0.13 -0.05
Br -1.4163 2.5315 10.2190 -0.18 -0.06 0.35
Br -0.1848 3.2131 13.0841 -0.04 -0.10 -0.10
H 0.4568 1.4795 11.4386 -0.05 0.00 0.02
```
Positions in Å, forces in eV/Å.


Molecular formula: C32H31N6OS4Sr
Method: DFT, wB97M-V/def2-TZVPD

Calculated values
ΔE to the lowest compared entry with this formula, charge and spin: 179.79 kJ/mol
spin multiplicity: 1
charge: +1
LUMO energy: -3.308 eV
DFT total energy: -88848.4978 eV

Structure (XYZ):
```
75
Properties=species:S:1:pos:R:3:forces:R:3
Sr -1.1770 -0.3851 0.2644 0.44 -1.36 -0.81
N -2.0329 2.4542 -3.0028 -0.42 -0.28 0.05
C -0.8955 3.2085 -3.3412 0.51 0.34 -0.14
C -1.0509 4.3884 -4.0473 0.05 -0.18 0.07
C 0.0585 5.1407 -4.4105 -0.04 0.04 0.01
C 1.3228 4.7315 -4.0374 0.16 -0.05 0.01
C 1.4858 3.5590 -3.3086 -0.15 0.02 -0.05
C 0.3847 2.7956 -2.9843 -0.28 -0.33 0.28
S 0.5976 1.2427 -2.1389 0.59 0.25 -0.78
N -0.9576 0.8277 -1.7038 -0.33 1.00 -1.43
C -2.0193 1.3933 -2.1477 0.73 0.48 -0.44
C -3.3170 0.8357 -1.7285 -1.26 0.03 -0.38
C -4.4949 1.0900 -2.4370 0.29 0.01 0.18
C -5.6836 0.5479 -1.9774 0.07 -0.22 0.29
C -5.6673 -0.2490 -0.8425 0.08 0.11 -0.16
C -4.4485 -0.4769 -0.2223 -0.38 -0.07 0.01
N -3.3130 0.0477 -0.6510 -1.04 0.44 -0.71
H -2.9159 2.8997 -3.1960 0.07 -0.07 0.09
H -2.0453 4.6987 -4.3299 -0.13 0.13 -0.07
H -0.0735 6.0453 -4.9849 -0.02 0.05 -0.01
H 2.1942 5.3035 -4.3160 0.03 0.10 -0.02
H 2.4686 3.2262 -3.0098 0.13 0.00 0.01
H -4.5071 1.6737 -3.3458 0.09 0.04 -0.01
H -6.6093 0.7364 -2.4981 -0.07 0.02 -0.08
H -6.5703 -0.6906 -0.4572 -0.10 -0.06 0.08
H -4.3714 -1.1047 0.6566 -0.11 -0.03 0.08
O -1.0509 -0.0646 2.2586 0.00 0.41 3.79
C 0.0549 0.6351 2.6745 0.14 0.00 0.67
C 1.2841 -0.2495 2.5635 0.46 -0.17 -0.26
C 1.2664 -1.5956 2.7984 -0.21 0.26 -0.18
C 2.5542 -2.1748 2.8468 0.16 -0.02 -0.01
C 3.5408 -1.2614 2.6728 0.02 0.48 -0.02
S 2.9112 0.3247 2.4402 -0.05 -0.46 0.06
C -0.0021 0.9707 4.1504 -0.27 0.08 0.24
C 0.6953 1.9204 4.8322 -0.14 -0.16 -0.24
C 0.4596 1.8678 6.2234 -0.01 -0.07 0.21
C -0.4039 0.8782 6.5627 -0.12 -0.26 -0.13
S -0.9566 -0.0090 5.1954 0.24 0.44 0.03
C 0.1270 1.9254 1.8888 0.02 0.27 -0.23
C 0.9808 2.4040 0.9327 -0.05 -0.20 0.40
C 0.5745 3.6572 0.4092 -0.24 0.31 -0.04
C -0.5826 4.1018 0.9671 -0.05 -0.24 0.07
S -1.1997 3.0087 2.1405 0.25 0.11 -0.37
H 0.3492 -2.1301 2.9804 -0.12 -0.04 -0.04
H 2.7382 -3.2183 3.0290 0.05 -0.21 0.05
H 4.6039 -1.4008 2.6812 0.22 -0.13 -0.02
H 1.3549 2.6305 4.3607 0.08 0.09 -0.11
H 0.9231 2.5310 6.9307 0.03 0.12 0.18
H -0.7537 0.6125 7.5393 -0.09 -0.02 0.26
H 1.8984 1.9225 0.6352 -0.02 -0.09 0.00
H 1.1255 4.2016 -0.3400 0.05 0.08 -0.07
H -1.1106 5.0135 0.7675 -0.05 0.23 -0.08
C 3.4713 -2.8539 -1.7300 -0.09 0.02 0.25
C 3.1431 -1.6016 -0.9351 0.37 0.00 -0.13
N 1.7287 -1.6119 -0.6330 -0.08 0.47 0.02
C 0.9819 -2.7311 -0.4305 -0.58 -0.31 -0.09
N -0.2630 -2.5528 -0.0734 0.58 -0.97 -0.23
C -1.0733 -3.7360 0.1841 0.30 -0.04 -0.01
C -0.6731 -4.8991 -0.7157 -0.02 0.12 0.27
C 0.8080 -5.1600 -0.4993 -0.39 -0.16 0.03
N 1.5496 -3.9301 -0.6899 0.19 -0.02 -0.08
C 2.9707 -4.0573 -0.9455 0.36 0.12 -0.13
H 4.5443 -2.9344 -1.8921 0.02 0.03 -0.02
H 2.9685 -2.8164 -2.6972 0.03 -0.03 -0.06
H 3.3574 -0.7035 -1.5216 0.02 -0.06 0.08
H 3.7442 -1.5673 -0.0164 -0.09 0.02 -0.13
H 1.3732 -0.7967 -0.1513 0.44 -0.20 0.05
H -2.1215 -3.4681 0.0260 -0.06 -0.09 0.06
H -0.9527 -4.0249 1.2371 -0.19 -0.08 -0.06
H -0.8525 -4.6332 -1.7590 -0.02 -0.03 -0.02
H -1.2524 -5.7885 -0.4740 0.00 -0.06 -0.04
H 1.1749 -5.8994 -1.2169 0.02 0.09 0.09
H 0.9781 -5.5541 0.5114 0.01 -0.03 -0.09
H 3.1306 -4.9730 -1.5212 -0.04 0.06 0.11
H 3.5207 -4.1483 0.0005 0.02 -0.05 -0.07
```
Positions in Å, forces in eV/Å.


Molecular formula: C2H7NS2
Method: DFT, wB97M-V/def2-TZVPD

Calculated values
ΔE to the lowest compared entry with this formula, charge and spin: 355.68 kJ/mol
spin multiplicity: 1
charge: 0
LUMO energy: 0.342 eV
DFT total energy: -25344.3615 eV

Structure (XYZ):
```
12
Properties=species:S:1:pos:R:3:forces:R:3
C -1.9758 0.5401 -0.2650 3.39 -1.77 2.46
C 0.0155 -0.2206 0.5510 -2.98 -0.80 -1.22
N 0.9171 0.5368 -0.2073 1.01 0.05 -0.04
S -0.2172 -2.0459 0.1768 -1.07 0.59 -0.40
S 2.6172 0.3630 0.2040 0.00 1.31 -0.30
H -2.4733 1.0065 0.5705 0.06 0.42 -0.08
H -2.3041 -0.4665 -0.4309 -0.35 -0.04 -0.83
H -1.3853 1.1089 -0.9534 -0.50 0.21 -0.52
H -0.0211 -0.2354 1.6429 0.56 1.16 -0.41
H 0.9024 0.3491 -1.2145 -0.70 -0.20 0.62
H 0.9835 -2.5998 0.1192 0.78 0.26 0.16
H 2.9411 1.6638 -0.1931 -0.20 -1.19 0.57
```
Positions in Å, forces in eV/Å.


Molecular formula: CHBr2NO2
Method: DFT, wB97M-V/def2-TZVPD

Calculated values
ΔE to the lowest compared entry with this formula, charge and spin: 188.80 kJ/mol
spin multiplicity: 1
charge: 0
LUMO energy (alpha / beta): -0.643 / -1.498 eV
DFT total energy: -146717.6325 eV

Structure (XYZ):
```
7
Properties=species:S:1:pos:R:3:forces:R:3
C 1.2611 0.2980 -0.6676 0.07 -0.13 0.08
N -1.5551 -0.0480 1.0015 0.51 0.13 -0.39
O -1.8612 0.0189 2.1440 -0.30 -0.13 -0.14
O -2.0635 -0.4094 -0.0094 -0.52 0.05 0.83
Br 0.1693 -0.5731 -1.8717 0.43 -0.05 -0.32
Br 2.5860 -0.6237 0.2560 -0.14 0.01 -0.06
H 1.4635 1.3374 -0.8527 -0.05 0.13 0.00
```
Positions in Å, forces in eV/Å.


What did the fourth record say?
Molecular formula: CHBr2NO2
Method: DFT, wB97M-V/def2-TZVPD

Calculated values
ΔE to the lowest compared entry with this formula, charge and spin: 188.80 kJ/mol
spin multiplicity: 1
charge: 0
LUMO energy (alpha / beta): -0.643 / -1.498 eV
DFT total energy: -146717.6325 eV

Structure (XYZ):
```
7
Properties=species:S:1:pos:R:3:forces:R:3
C 1.2611 0.2980 -0.6676 0.07 -0.13 0.08
N -1.5551 -0.0480 1.0015 0.51 0.13 -0.39
O -1.8612 0.0189 2.1440 -0.30 -0.13 -0.14
O -2.0635 -0.4094 -0.0094 -0.52 0.05 0.83
Br 0.1693 -0.5731 -1.8717 0.43 -0.05 -0.32
Br 2.5860 -0.6237 0.2560 -0.14 0.01 -0.06
H 1.4635 1.3374 -0.8527 -0.05 0.13 0.00
```
Positions in Å, forces in eV/Å.


Among the records above, which one has the lowest DFT total energy? C22H28Br48NO5P


The lowest DFT total energy belongs to which entry? C22H28Br48NO5P


Among the records above, which one has the lowest DFT total energy? C22H28Br48NO5P